Run A
{
  "formula": "CHNO5S",
  "method": "ωB97M-V/def2-TZVPD",
  "elements": ["C", "N", "O", "O", "O", "O", "O", "S", "H"],
  "xyz": [[-4.235, -0.232, 0.088], [0.769, 1.372, 0.093], [-4.717, -0.344, 1.148], [-1.969, 2.142, -0.291], [-1.030, 0.107, 0.663], [1.672, 0.581, 0.054], [-3.859, -0.178, -0.991], [-1.244, 0.945, -0.574], [0.646, 1.888, 1.033]],
  "mulliken_charge": [0.781, 0.056, -0.377, -0.421, -0.485, -0.242, -0.395, 0.810, 0.273],
  "spin_multiplicity": 1,
  "lumo_ev": [-1.56, -1.56],
  "homo_energy_ev": [-10.57, -10.57]
}


Run B
{
  "formula": "CHNO5S",
  "method": "ωB97M-V/def2-TZVPD",
  "elements": ["C", "N", "O", "O", "O", "O", "O", "S", "H"],
  "xyz": [[-1.135, 0.462, 0.700], [-0.632, -0.661, 1.456], [-1.001, -0.243, -0.576], [-1.751, 1.437, 0.855], [0.488, -0.598, 1.941], [1.403, -0.722, -1.476], [0.548, 1.434, -0.382], [0.375, 0.486, -1.360], [1.704, -1.596, -1.158]],
  "mulliken_charge": [0.727, 0.068, -0.401, -0.380, -0.251, -0.454, -0.418, 0.740, 0.368],
  "spin_multiplicity": 1,
  "lumo_ev": [-1.01, -1.01],
  "homo_energy_ev": [-10.07, -10.07]
}


Most stable to least stable, the ends of the list are run A and run B.


Run A
{
  "formula": "C18H28N2O2",
  "method": "ωB97M-V/def2-TZVPD",
  "elements": ["C", "C", "H", "H", "C", "C", "O", "N", "C", "H", "C", "H", "H", "C", "N", "C", "H", "H", "H", "C", "C", "H", "H", "H", "H", "H", "H", "H", "O", "C", "C", "C", "C", "C", "C", "H", "C", "H", "H", "H", "C", "H", "H", "H", "H", "H", "H", "H", "H", "H"],
  "xyz": [[1.011, 3.354, -1.740], [0.930, 2.841, -0.261], [-0.075, 3.020, 0.263], [1.743, 3.253, 0.225], [1.057, 1.475, -0.489], [-0.088, 0.573, -0.945], [-0.975, 1.176, -1.242], [-0.254, -0.782, -0.972], [0.961, -1.624, -0.918], [1.730, -1.186, -0.061], [1.741, -1.916, -2.186], [2.185, -2.762, -2.316], [2.555, -0.735, -2.314], [0.888, -1.663, -3.361], [-0.371, -2.395, -3.372], [-0.405, -3.203, -4.625], [0.469, -3.591, -4.869], [-0.711, -2.481, -5.435], [-1.460, -3.885, -4.298], [-1.351, -1.856, -2.826], [-1.423, -1.477, -1.390], [-1.280, -2.637, -0.843], [-2.197, -1.004, -0.989], [-2.182, -2.512, -3.025], [-1.876, -0.838, -3.347], [1.458, -1.815, -4.221], [0.664, -0.369, -3.559], [0.626, -2.732, -0.486], [1.776, 0.709, 0.718], [1.019, 0.778, 1.983], [1.564, 0.328, 3.118], [0.933, 0.407, 4.250], [-0.315, 0.619, 4.495], [-0.999, 1.122, 3.250], [-0.373, 1.109, 2.027], [-1.054, 1.175, 1.325], [-2.653, 1.421, 3.405], [-2.422, 2.069, 4.131], [-3.059, 0.453, 3.814], [-2.868, 1.407, 2.381], [-0.799, 0.616, 5.877], [-1.205, 1.351, 6.002], [-1.742, -0.143, 5.692], [-0.170, 0.386, 6.476], [1.518, 0.002, 5.089], [2.718, 0.272, 3.105], [1.978, 1.121, -1.114], [0.927, 4.606, -1.665], [1.731, 3.114, -2.288], [0.124, 2.849, -2.469]],
  "mulliken_charge": [-1.430, -0.261, 0.178, 0.470, 0.412, 0.040, -0.502, 0.343, -0.472, 0.111, -0.745, 0.607, 0.135, -1.064, 0.242, -0.964, 0.376, 0.342, 0.249, -0.328, -1.348, 0.310, 0.628, 0.409, 0.154, 0.692, 0.128, 0.380, -0.623, 0.268, -0.696, -0.399, 1.198, 0.191, -0.366, 0.681, -1.679, 0.562, 0.290, 0.447, -2.427, 0.723, 0.268, 0.697, 0.221, 0.216, 0.231, 0.252, 0.654, 0.198],
  "spin_multiplicity": 1,
  "lumo_ev": 0.82,
  "homo_energy_ev": -8.10
}


Run B
{
  "formula": "C18H28N2O2",
  "method": "ωB97M-V/def2-TZVPD",
  "elements": ["C", "C", "C", "N", "C", "O", "C", "C", "C", "C", "C", "O", "N", "C", "C", "C", "H", "H", "H", "H", "H", "C", "C", "C", "H", "H", "H", "H", "H", "H", "H", "H", "H", "H", "H", "H", "H", "C", "C", "C", "H", "H", "H", "H", "H", "H", "H", "H", "H", "H"],
  "xyz": [[-0.447, 1.070, -2.987], [0.250, 0.158, -3.638], [0.319, -1.292, -3.226], [0.786, -1.473, -1.867], [0.071, -1.945, -0.818], [0.588, -2.070, 0.281], [-1.364, -2.360, -1.086], [-2.053, -2.914, 0.164], [-2.760, -1.862, 1.021], [-1.825, -0.961, 1.833], [-1.363, 0.256, 1.056], [-1.718, 0.473, -0.092], [-0.547, 1.119, 1.704], [-0.132, 1.053, 3.087], [1.290, 0.594, 3.282], [1.966, -0.156, 2.434], [2.981, -0.454, 2.632], [1.525, -0.528, 1.525], [1.738, 0.933, 4.207], [-0.797, 0.396, 3.652], [-0.236, 2.062, 3.508], [-0.041, 2.282, 0.990], [-0.702, 3.544, 1.453], [-0.053, 4.607, 1.889], [-0.563, 5.502, 2.203], [1.024, 4.631, 1.936], [-1.783, 3.531, 1.411], [-0.267, 2.127, -0.069], [1.043, 2.341, 1.130], [-0.944, -1.522, 2.147], [-2.358, -0.615, 2.723], [-3.416, -2.388, 1.718], [-3.385, -1.234, 0.381], [-1.312, -3.437, 0.773], [-2.804, -3.642, -0.153], [-1.350, -3.135, -1.858], [-1.917, -1.498, -1.458], [2.182, -1.127, -1.655], [2.413, 0.351, -1.597], [3.357, 0.982, -2.267], [3.507, 2.045, -2.179], [4.028, 0.461, -2.932], [1.748, 0.886, -0.935], [2.467, -1.571, -0.694], [2.788, -1.578, -2.448], [1.009, -1.826, -3.892], [-0.667, -1.742, -3.338], [0.813, 0.422, -4.523], [-0.470, 2.097, -3.310], [-1.010, 0.831, -2.100]],
  "mulliken_charge": [-0.618, -0.151, -0.725, 0.225, 0.859, -0.707, -0.925, -1.064, -1.057, -0.957, 0.802, -0.721, 0.476, -0.972, -0.106, -0.523, 0.323, -0.120, 0.412, 0.392, 0.470, -0.627, -0.254, -0.743, 0.291, 0.269, 0.323, 0.054, 0.412, 0.344, 0.697, 0.406, 0.367, 0.341, 0.402, 0.746, 0.361, -1.232, 0.255, -0.946, 0.298, 0.280, 0.299, 0.316, 0.487, 0.328, 0.395, 0.384, 0.315, 0.118],
  "spin_multiplicity": 1,
  "lumo_ev": 0.93,
  "homo_energy_ev": -9.04
}


Most stable to least stable, the ends of the list are run B and run A.


Run A
{
  "formula": "C38H21Br4IrN4O8S3",
  "method": "ωB97M-V/def2-TZVPD",
  "elements": ["Ir", "O", "C", "C", "C", "N", "C", "C", "C", "O", "O", "C", "O", "O", "H", "H", "H", "Br", "C", "C", "Br", "C", "Br", "C", "O", "C", "O", "C", "Br", "O", "C", "C", "C", "C", "C", "S", "C", "C", "C", "C", "S", "C", "C", "C", "C", "S", "H", "H", "H", "H", "H", "H", "H", "H", "H", "N", "C", "C", "C", "C", "C", "C", "N", "C", "C", "C", "C", "N", "C", "C", "H", "H", "H", "H", "H", "H", "H", "H", "H"],
  "xyz": [[-0.680, -0.135, -0.068], [-3.461, -4.217, -3.464], [-2.661, -3.451, -2.688], [-2.737, -3.478, -1.297], [-1.925, -2.624, -0.598], [-1.047, -1.822, -1.211], [-0.949, -1.816, -2.541], [-1.741, -2.626, -3.322], [0.094, -0.855, -3.073], [0.474, -0.976, -4.229], [0.494, -0.035, -2.185], [-1.947, -2.471, 0.908], [-2.422, -3.324, 1.617], [-1.369, -1.373, 1.334], [-4.093, -4.687, -2.909], [-3.429, -4.113, -0.759], [-1.651, -2.588, -4.397], [1.517, 6.505, -0.696], [1.035, 4.818, 0.010], [1.304, 4.505, 1.329], [2.193, 5.731, 2.459], [0.930, 3.248, 1.836], [1.265, 2.717, 3.619], [0.278, 2.339, 1.030], [-0.113, 1.148, 1.418], [0.015, 2.652, -0.321], [-0.648, 1.739, -0.991], [0.392, 3.884, -0.821], [0.015, 4.221, -2.637], [-2.652, 0.025, -0.503], [-3.501, 1.063, -0.905], [-3.239, 2.412, -0.271], [-3.279, 3.646, -0.843], [-3.068, 4.695, 0.097], [-2.895, 4.227, 1.362], [-2.986, 2.517, 1.425], [-3.486, 1.152, -2.431], [-2.409, 1.351, -3.246], [-2.739, 1.286, -4.625], [-4.063, 1.046, -4.837], [-4.915, 0.895, -3.363], [-4.894, 0.621, -0.451], [-6.018, 1.371, -0.278], [-7.144, 0.594, 0.104], [-6.842, -0.729, 0.221], [-5.194, -1.034, -0.124], [-3.407, 3.792, -1.906], [-3.019, 5.742, -0.167], [-2.691, 4.793, 2.257], [-1.416, 1.536, -2.861], [-2.015, 1.410, -5.418], [-4.580, 0.951, -5.778], [-6.026, 2.444, -0.412], [-8.126, 1.004, 0.296], [-7.495, -1.533, 0.519], [5.329, -2.006, 3.376], [6.650, -2.378, 3.487], [7.481, -2.592, 4.582], [8.785, -2.956, 4.307], [9.246, -3.100, 2.988], [8.415, -2.884, 1.908], [7.095, -2.514, 2.164], [6.068, -2.228, 1.284], [5.045, -1.934, 2.036], [3.720, -1.559, 1.528], [3.530, -1.386, 0.163], [2.285, -1.019, -0.307], [1.238, -0.839, 0.508], [1.414, -0.997, 1.826], [2.630, -1.360, 2.366], [4.699, -1.803, 4.130], [7.129, -2.483, 5.599], [9.469, -3.131, 5.127], [10.276, -3.386, 2.821], [8.764, -2.993, 0.890], [4.353, -1.519, -0.523], [2.102, -0.834, -1.355], [0.550, -0.823, 2.446], [2.692, -1.468, 3.440]],
  "mulliken_charge": [3.107, -0.566, 1.080, -0.443, 0.077, -0.029, 0.125, -0.902, 0.386, -0.785, -0.653, 0.292, -0.704, -0.768, 0.299, 0.444, 0.575, -0.209, 0.307, 0.281, -0.208, 0.256, -0.197, 0.308, -0.660, -1.356, -0.005, -0.114, -0.145, -0.858, 2.754, 0.032, 0.113, -0.776, -0.619, -0.266, -0.296, -0.131, -1.304, -0.526, -0.209, -1.762, -0.104, -0.823, -0.584, 0.041, 0.601, 0.415, 0.531, 0.494, 0.449, 0.459, 0.505, 0.411, 0.453, 0.036, 0.692, -1.039, -0.393, -0.464, -0.736, 0.506, -0.674, -0.086, 1.423, -0.989, -0.391, -0.122, -0.358, -0.926, 0.155, 0.377, 0.372, 0.378, 0.431, 0.536, 0.604, 0.618, 0.255],
  "s_squared": 0.76,
  "charge": -1,
  "spin_multiplicity": 2,
  "lumo_ev": [1.29, 1.02],
  "homo_energy_ev": [-4.87, -4.81]
}


Run B
{
  "formula": "C38H21Br4IrN4O8S3",
  "method": "ωB97M-V/def2-TZVPD",
  "elements": ["Ir", "O", "C", "C", "C", "N", "C", "C", "C", "O", "O", "C", "O", "O", "H", "H", "H", "Br", "C", "C", "Br", "C", "Br", "C", "O", "C", "O", "C", "Br", "O", "C", "C", "C", "C", "C", "S", "C", "C", "C", "C", "S", "C", "C", "C", "C", "S", "H", "H", "H", "H", "H", "H", "H", "H", "H", "N", "C", "C", "C", "C", "C", "C", "N", "C", "C", "C", "C", "N", "C", "C", "H", "H", "H", "H", "H", "H", "H", "H", "H"],
  "xyz": [[-1.890, 0.971, 0.207], [-3.106, 0.526, 6.205], [-2.837, 0.727, 4.893], [-3.780, 0.493, 3.898], [-3.399, 0.688, 2.593], [-2.168, 1.085, 2.253], [-1.299, 1.441, 3.209], [-1.598, 1.237, 4.542], [-0.028, 2.221, 2.809], [0.775, 2.418, 3.729], [-0.008, 2.563, 1.612], [-4.389, 0.596, 1.466], [-5.574, 0.494, 1.689], [-3.854, 0.691, 0.278], [-4.001, 0.182, 6.299], [-4.799, 0.191, 4.104], [-0.865, 1.523, 5.282], [-2.619, 3.813, -6.068], [-2.558, 3.538, -4.202], [-2.753, 4.596, -3.321], [-3.096, 6.337, -3.966], [-2.687, 4.370, -1.941], [-2.923, 5.742, -0.675], [-2.440, 3.099, -1.448], [-2.366, 2.832, -0.141], [-2.270, 2.021, -2.334], [-2.038, 0.828, -1.815], [-2.309, 2.255, -3.703], [-2.003, 0.764, -4.816], [-1.568, -0.955, 0.746], [-1.575, -2.247, 0.186], [-2.951, -2.606, -0.353], [-3.311, -2.900, -1.634], [-4.716, -3.055, -1.795], [-5.394, -2.874, -0.630], [-4.337, -2.522, 0.663], [-0.557, -2.501, -0.933], [-0.162, -1.700, -1.960], [0.686, -2.362, -2.892], [0.902, -3.665, -2.569], [0.093, -4.093, -1.125], [-1.198, -3.158, 1.358], [-1.902, -4.139, 1.986], [-1.211, -4.712, 3.093], [0.007, -4.147, 3.292], [0.327, -2.928, 2.138], [-2.600, -2.967, -2.444], [-5.195, -3.270, -2.739], [-6.459, -2.907, -0.465], [-0.516, -0.693, -2.095], [1.103, -1.880, -3.766], [1.507, -4.389, -3.091], [-2.875, -4.470, 1.659], [-1.611, -5.508, 3.705], [0.736, -4.387, 4.050], [5.284, 0.456, 0.229], [6.551, 0.698, -0.249], [7.818, 0.427, 0.257], [8.892, 0.825, -0.515], [8.710, 1.470, -1.750], [7.449, 1.736, -2.244], [6.352, 1.344, -1.478], [5.000, 1.491, -1.725], [4.404, 0.959, -0.695], [2.949, 0.899, -0.513], [2.116, 1.523, -1.430], [0.750, 1.480, -1.237], [0.200, 0.842, -0.207], [0.991, 0.258, 0.691], [2.362, 0.249, 0.566], [5.044, 0.049, 1.115], [7.961, -0.067, 1.209], [9.897, 0.637, -0.161], [9.581, 1.764, -2.321], [7.302, 2.234, -3.193], [2.533, 2.046, -2.278], [0.080, 1.959, -1.937], [0.494, -0.228, 1.514], [2.935, -0.257, 1.331]],
  "mulliken_charge": [3.530, -0.559, 1.073, -0.568, 0.391, -0.172, 0.054, -0.751, 0.128, -0.829, -0.509, 0.098, -0.759, -0.827, 0.294, 0.452, 0.626, -0.188, 0.285, 0.321, -0.189, 0.017, -0.125, 0.631, -0.707, -0.863, -0.376, -0.129, -0.140, -0.182, 2.372, -0.470, -0.407, -0.865, -0.632, 0.019, -0.202, -0.187, -1.060, -0.668, -0.144, -0.871, -0.581, -0.757, -0.624, 0.063, 0.551, 0.406, 0.489, 0.573, 0.450, 0.469, 0.656, 0.403, 0.446, 0.115, 0.648, -1.016, -0.401, -0.440, -0.747, 0.485, -0.697, -0.123, 1.164, -0.827, -0.429, 0.254, -0.575, -1.116, 0.142, 0.381, 0.372, 0.375, 0.428, 0.607, 0.249, 0.465, 0.229],
  "s_squared": 0.76,
  "charge": -1,
  "spin_multiplicity": 2,
  "lumo_ev": [1.57, 0.36],
  "homo_energy_ev": [-5.58, -5.45]
}


Most stable to least stable, the ends of the list are run B and run A.


Run A
{
  "formula": "C4H11N2S",
  "method": "ωB97M-V/def2-TZVPD",
  "elements": ["C", "N", "C", "C", "S", "C", "N", "H", "H", "H", "H", "H", "H", "H", "H", "H", "H", "H"],
  "xyz": [[0.919, 0.444, 0.455], [0.639, -0.670, -0.438], [-0.774, -0.762, -0.888], [-0.637, -1.347, -2.371], [-2.233, -1.228, -3.205], [-0.050, 0.885, 1.487], [0.381, 1.774, 2.533], [1.307, 1.200, -0.249], [1.899, 0.365, 0.981], [0.958, -1.561, -0.084], [-1.392, -1.488, -0.402], [-1.331, 0.175, -0.852], [0.136, -0.691, -2.807], [-0.212, -2.340, -2.349], [-1.007, 1.355, 1.095], [-0.556, -0.039, 1.809], [1.087, 1.348, 3.128], [0.866, 2.581, 2.156]],
  "mulliken_charge": [-0.653, -0.325, -0.626, -0.782, -0.680, -0.395, -0.665, 0.277, 0.331, 0.247, 0.293, 0.350, 0.248, 0.249, 0.282, 0.348, 0.250, 0.251],
  "charge": -1,
  "spin_multiplicity": 1,
  "lumo_ev": 3.35,
  "homo_energy_ev": -2.16
}


Run B
{
  "formula": "C4H11N2S",
  "method": "ωB97M-V/def2-TZVPD",
  "elements": ["C", "C", "C", "S", "N", "C", "N", "H", "H", "H", "H", "H", "H", "H", "H", "H", "H", "H"],
  "xyz": [[-1.078, -1.185, -1.172], [-0.484, -0.470, 0.012], [1.053, -0.490, -0.005], [1.721, -2.189, 0.113], [-1.107, 0.909, 0.102], [-0.222, 2.024, 0.376], [-1.069, 3.248, 0.380], [-0.719, -0.793, -2.117], [-2.171, -1.100, -1.177], [-0.848, -2.245, -1.089], [-0.776, -0.947, 0.943], [1.408, 0.038, -0.896], [1.404, 0.036, 0.879], [-1.552, 1.113, -0.788], [0.265, 1.889, 1.338], [0.542, 2.138, -0.403], [-1.986, 2.909, 0.660], [-0.755, 3.905, 1.081]],
  "mulliken_charge": [-1.513, 0.414, -0.871, -0.616, -0.393, -0.246, -0.670, 0.348, 0.407, 0.397, 0.096, 0.228, 0.196, 0.283, 0.295, 0.143, 0.267, 0.233],
  "charge": -1,
  "spin_multiplicity": 1,
  "lumo_ev": 3.73,
  "homo_energy_ev": -2.36
}


Run C
{
  "formula": "C4H11N2S",
  "method": "ωB97M-V/def2-TZVPD",
  "elements": ["C", "C", "S", "H", "H", "H", "H", "H", "C", "C", "N", "N", "H", "H", "H", "H", "H", "H"],
  "xyz": [[0.440, -0.706, -2.803], [0.510, -0.521, -1.304], [-0.871, 0.602, -0.981], [0.482, 0.269, -3.317], [-0.568, -1.093, -3.056], [1.127, -1.405, -3.302], [1.450, -0.040, -0.997], [0.333, -1.421, -0.690], [-0.624, 0.894, 0.831], [0.033, -0.180, 1.593], [-0.790, -1.114, 2.306], [-0.042, 2.310, 0.944], [-1.692, 1.040, 1.130], [1.082, -0.198, 1.897], [-0.300, -1.496, 3.122], [-1.056, -1.922, 1.673], [0.937, 2.156, 1.167], [-0.450, 2.824, 1.784]],
  "mulliken_charge": [-1.152, -0.280, -0.233, 0.292, 0.275, 0.347, 0.188, 0.206, -0.143, -0.501, -0.691, -0.748, 0.266, 0.233, 0.223, 0.132, 0.274, 0.310],
  "charge": -1,
  "spin_multiplicity": 1,
  "lumo_ev": 3.83,
  "homo_energy_ev": -0.43
}


Most stable to least stable, the ends of the list are run B and run C.